{
  "formula": "C26H25F3N7NaO3S",
  "method": "ωB97M-V/def2-TZVPD",
  "total_charge": 0,
  "orbital_gap_ev": 8.5,
  "molar_mass_g_mol": 595.6,
  "homo_ev": -8.51,
  "symbols": ["C", "H", "H", "O", "C", "C", "C", "H", "H", "H", "C", "C", "F", "H", "H", "H", "H", "C", "H", "H", "C", "C", "C", "H", "H", "C", "H", "N", "C", "C", "C", "H", "H", "N", "N", "N", "H", "C", "O", "H", "C", "H", "H", "F", "C", "C", "N", "C", "N", "C", "F", "C", "C", "C", "H", "C", "C", "H", "Na", "H", "H", "H", "N", "O", "S", "C"],
  "coordinates": [[-0.39870, 4.69495, -0.20082], [-3.13367, -0.51096, 4.60162], [2.07357, -2.80846, -4.38706], [1.68841, -5.10087, -3.82196], [-0.99722, -0.39091, 5.06092], [-1.82248, 2.83275, 0.66530], [4.34610, 0.23793, -1.87350], [-0.95878, -1.44161, 5.36183], [1.57737, -0.40446, -3.70089], [0.36019, -2.18669, -1.75502], [0.87831, -4.20999, -3.66575], [3.51520, 1.29780, -2.17281], [6.00884, -0.73455, -3.22422], [4.47406, -1.68496, -0.90568], [-4.32125, -3.38551, -1.12691], [-2.36125, -0.36362, 1.98279], [-3.43637, 1.09787, -5.42331], [-1.14965, -3.63179, -2.25498], [0.26100, 1.02294, 3.98514], [0.00893, 1.46534, -4.00273], [-0.29738, 0.46103, -4.27078], [-1.59732, 0.23563, -4.71207], [3.84595, -0.84293, -1.16444], [2.09593, -1.62891, -0.20692], [-1.37563, -3.14188, -5.11626], [-2.58307, 1.37100, -4.80291], [-2.12448, 2.26011, -5.23552], [1.12096, -2.92410, -4.07340], [-2.47913, -3.96724, -2.06524], [5.79113, 0.22361, -2.30993], [0.58663, -0.58625, -4.09412], [-2.95674, 1.65026, -3.81377], [-1.00947, 0.20454, 5.97301], [-0.87797, 2.82848, -1.57712], [0.11308, 5.71461, -0.05373], [-1.44068, -1.68604, -0.88896], [-2.33012, 0.92682, 3.97257], [-1.95929, -1.07163, -5.02634], [0.18486, 0.32970, 1.55448], [1.16912, -0.39592, 4.56858], [-2.20758, -0.14041, 4.16352], [-0.50687, -5.45957, -2.98396], [-2.95993, -1.27063, -5.39364], [6.60489, -0.02939, -1.27429], [-2.72423, -2.01880, -0.72246], [-1.02728, 3.41701, -0.38776], [1.69234, 0.19274, -1.08214], [-1.89943, -0.84464, 2.84483], [-2.43134, 2.28732, 1.47789], [0.20796, -0.04840, 4.19687], [6.17022, 1.38569, -2.84888], [0.19337, -1.88773, -4.36551], [-1.07247, -2.13117, -4.87416], [-3.27636, -3.15442, -1.28210], [-2.16501, -1.90206, 2.84778], [2.19134, 1.22717, -1.75964], [-0.67031, -2.48373, -1.62698], [3.87468, 2.16059, -2.71438], [-0.71615, 0.54586, -0.27079], [-3.33137, -1.34509, -0.12891], [-2.89024, -4.84659, -2.54702], [1.50192, 2.03185, -1.99523], [-0.34360, -4.46645, -3.05264], [-1.44215, 1.71245, -1.73441], [-0.09763, -0.76075, 2.56449], [2.51833, -0.81269, -0.78273]]
}

{
  "formula": "C15H12ClN3O3S",
  "method": "ωB97M-V/def2-TZVPD",
  "total_charge": 0,
  "orbital_gap_ev": 7.7,
  "molar_mass_g_mol": 349.8,
  "homo_ev": -8.53,
  "symbols": ["H", "H", "C", "H", "H", "O", "C", "C", "C", "H", "N", "N", "O", "C", "C", "H", "C", "S", "H", "O", "H", "H", "C", "C", "C", "N", "H", "Cl", "C", "C", "C", "C", "C", "H", "H"],
  "coordinates": [[3.08793, 0.99032, 1.58126], [3.47690, -3.77026, 1.60427], [-3.00851, -2.06102, 0.26488], [-3.29912, 1.20332, -0.13706], [0.99899, 2.91266, -1.65396], [0.48877, 0.89409, 1.92652], [2.88956, -0.71514, -0.13490], [-1.77276, -2.20369, 0.62525], [-1.62106, 0.08733, 0.36019], [3.35157, -1.14757, 1.99314], [-0.70532, 1.23792, 0.16013], [2.43926, 2.53265, 0.52362], [-1.82194, 2.34833, -1.77779], [2.95948, -3.19337, -0.47960], [3.11306, -1.58772, 1.15321], [2.75984, 3.10649, -0.07383], [0.34233, 2.99063, -0.82393], [2.55738, -1.98783, -1.55428], [-1.28941, -3.09702, 0.73824], [2.23876, 0.95444, -1.33912], [2.94816, -4.25315, -0.82136], [0.70854, 3.42795, 1.38776], [0.24218, 1.56728, 0.94413], [-2.88720, 0.06135, 0.10899], [2.75941, 0.53100, -0.35777], [3.04695, 1.48090, 0.65152], [-0.00656, -1.08936, 0.75023], [-5.39856, -0.64005, -0.36256], [-0.90989, 2.43165, -0.83218], [3.28375, -2.98160, 0.92086], [0.85904, 2.71900, 0.81045], [-3.72742, -0.98233, 0.18297], [-1.00170, -1.12018, 0.36713], [-3.79225, -3.00230, 0.53666], [0.02672, 4.29705, -0.78412]]
}

{
  "formula": "C23H43B3N5O4",
  "method": "ωB97M-V/def2-TZVPD",
  "total_charge": 1,
  "orbital_gap_ev": 8.0,
  "molar_mass_g_mol": 486.1,
  "homo_ev": -10.61,
  "symbols": ["C", "H", "H", "O", "O", "H", "C", "H", "C", "B", "H", "H", "H", "H", "H", "H", "H", "C", "N", "C", "H", "H", "C", "H", "H", "C", "H", "C", "C", "H", "H", "C", "C", "C", "H", "N", "H", "H", "H", "H", "N", "H", "C", "H", "H", "C", "O", "H", "H", "H", "B", "H", "N", "H", "H", "N", "H", "C", "H", "C", "B", "H", "C", "H", "H", "H", "H", "H", "H", "H", "C", "O", "C", "C", "C", "C", "H", "C"],
  "coordinates": [[0.91561, -2.28042, -2.56460], [-4.97632, 1.41215, 0.41677], [-4.32345, 4.35178, 0.94812], [-6.49879, 3.88870, 1.92511], [-3.40837, 1.74886, 2.49729], [4.31376, -2.39244, -1.99285], [3.68296, -2.39912, -4.03004], [3.29456, 1.35318, 0.74281], [-5.77222, -2.19211, 1.70779], [-3.00367, 2.63459, 1.49808], [3.22245, -2.84462, -6.06892], [3.15758, 0.46081, 2.31193], [1.80446, -2.55828, -5.11921], [-5.83814, 2.65829, -0.47642], [0.57285, -0.97718, -4.29329], [2.21724, -4.83843, -3.96206], [5.29667, -0.38947, -0.23672], [-6.31614, 2.72631, 1.59522], [6.18406, -0.56515, 2.28373], [-5.32694, 2.44517, 0.46996], [0.15881, -2.48847, -1.81076], [-5.44520, -3.21324, 1.52903], [5.69597, 0.36884, 1.56910], [3.53888, -5.08032, -5.10958], [3.58363, 3.36521, 2.58114], [-5.87419, -0.25736, 3.09726], [3.71288, -1.31935, -4.18082], [2.59824, -4.55294, -4.94556], [3.45276, -2.74024, -2.56516], [1.28338, 2.36125, 0.98347], [-7.07862, 1.95193, 3.23571], [0.62644, -0.92097, -3.20823], [-6.50047, -1.57830, 0.71095], [0.45046, 3.55948, 2.67227], [1.96780, 3.97786, 1.20181], [-7.07378, 1.71894, 2.24704], [1.36636, 1.00509, -2.47913], [0.25534, 4.63278, 2.55659], [5.95304, -0.37984, 3.26052], [-3.59419, 3.47386, -0.39745], [2.24677, -2.16318, -1.84628], [3.41135, -3.82027, -2.43189], [2.78141, -3.04407, -5.09090], [5.09436, 1.57944, 3.05826], [5.77824, 1.20943, -0.26238], [2.84037, 2.56419, 2.52483], [-1.63038, 2.84399, 1.30843], [0.93729, -3.12366, -3.24711], [-4.86212, -2.01600, 3.64584], [-5.63083, 0.28042, 4.00770], [-0.88375, 2.73866, 2.47984], [2.46250, 0.18130, -3.55248], [4.98468, 1.49482, 2.05376], [1.99330, -3.95314, -0.74742], [-0.34520, -0.56011, -2.87331], [5.91495, 0.30091, 0.16702], [3.08975, -2.75500, 0.00515], [1.74396, 0.02118, -2.75111], [3.43819, -0.43345, -1.42024], [1.61137, 3.09086, 1.73388], [-2.68076, 2.07870, 3.63669], [-6.73996, -2.09549, -0.20918], [2.38948, -0.67932, -1.56848], [-3.22081, 2.53774, 4.58693], [1.32340, -2.50001, 0.03520], [1.83152, -0.46466, -0.65738], [0.80545, 3.45003, 3.70208], [1.87838, -4.91316, -5.67968], [2.57814, 2.27846, 3.54748], [4.70235, -2.73369, -4.24524], [-6.59429, 0.36495, 2.11051], [-1.30157, 1.91366, 3.54003], [-5.45420, -1.54906, 2.86420], [-6.90811, -0.29052, 0.94655], [3.52773, 1.37110, 1.81022], [2.15681, -2.89929, -0.53637], [-7.47473, 0.21656, 0.17006], [-4.07075, 3.35082, 0.58389]]
}

{
  "formula": "C20H32N2O2",
  "method": "ωB97M-V/def2-TZVPD",
  "total_charge": 0,
  "orbital_gap_ev": 9.2,
  "molar_mass_g_mol": 332.5,
  "homo_ev": -8.45,
  "symbols": ["C", "C", "H", "C", "C", "C", "H", "C", "N", "H", "C", "H", "N", "H", "H", "H", "O", "H", "H", "C", "H", "H", "H", "C", "H", "C", "O", "H", "C", "H", "C", "H", "C", "H", "H", "H", "H", "C", "H", "H", "C", "C", "H", "H", "C", "H", "C", "H", "H", "H", "H", "H", "C", "H", "H", "C"],
  "coordinates": [[-1.66224, 0.92100, 0.54721], [-3.71021, -0.46266, 1.11023], [-0.65589, -3.90109, -1.80356], [-1.07275, -1.89240, -1.35995], [0.38669, 3.45236, -1.94540], [1.92645, 5.30257, -1.91340], [-2.78144, 1.28360, 3.03722], [-1.48946, 0.43245, -0.89478], [1.66119, -2.59214, 0.24801], [2.88327, -4.35855, 2.91533], [2.18061, -3.60753, 2.54676], [0.83690, -4.44865, -0.09388], [-0.56963, -0.68962, -0.99568], [0.71588, -2.82422, -2.11910], [-1.16826, 0.59194, 3.21126], [-2.30919, 1.80038, 0.53132], [-2.25351, -2.05129, -1.62168], [3.10404, -1.92663, 3.54251], [-1.68005, -1.05070, 1.40755], [-0.08639, 3.87561, -3.18152], [1.86464, 6.60736, -3.61345], [0.07478, 5.32951, -4.73131], [2.70989, 5.85407, -1.41522], [1.40029, 4.17660, -1.31619], [0.97558, 0.58706, -0.56260], [-1.09869, 1.58289, -1.83534], [-0.05991, 2.35569, -1.26885], [1.19692, -4.07791, 2.49944], [1.31949, -1.22138, 0.55150], [1.44720, -0.80243, -1.55071], [2.62918, -3.21732, 1.12484], [-0.86699, 3.33569, -3.69378], [-2.26827, -0.12967, 1.48480], [-2.44449, 0.04239, -1.26206], [2.96207, -4.12646, 0.61281], [1.96434, -2.82570, 4.54314], [3.48998, -2.54591, 1.19319], [1.45333, 5.72591, -3.14593], [0.54196, -1.13986, 1.32812], [-0.78256, 1.16698, -2.80176], [0.45060, 5.00920, -3.77066], [-0.09383, -3.04699, -1.42301], [2.22149, -0.72304, 0.91248], [1.36763, -1.73598, 3.29862], [0.83225, -0.48296, -0.70287], [-0.28363, -3.32969, 0.71005], [2.14994, -2.45003, 3.53877], [-0.69119, 1.23608, 0.93310], [-4.31143, 0.44282, 1.05776], [-2.58980, -0.37264, 3.61203], [1.75614, 3.83479, -0.35665], [-4.14759, -1.12078, 1.85785], [-2.19573, 0.37357, 2.92576], [-1.98250, 2.21439, -1.99618], [-3.75325, -0.97262, 0.15177], [0.50618, -3.40807, -0.05790]]
}